{"formula": "C19H19Cl3NO4", "method": "ωB97M-V/def2-TZVPD", "homo_ev": -2.92, "de_lowest_kj_mol": 0.0, "charge": -1, "homo_lumo_gap_ha": 0.196, "species": ["C", "O", "H", "O", "C", "C", "N", "C", "H", "C", "C", "C", "C", "C", "H", "Cl", "H", "H", "C", "H", "Cl", "H", "H", "C", "H", "Cl", "H", "C", "H", "C", "H", "C", "H", "C", "H", "H", "H", "H", "O", "C", "H", "H", "C", "C", "O", "C"], "positions_angstrom": [[1.4252, 4.7678, 1.7466], [2.6345, 4.1553, -0.2535], [-0.2396, 1.2986, 3.0977], [2.3744, 0.0288, 0.4257], [-1.6694, -5.0675, -3.8100], [0.3090, 2.2446, 3.1994], [-1.4344, -3.7547, -3.7766], [-2.9389, -5.0312, -1.7643], [2.7569, -0.7078, -1.4590], [-2.9351, -0.8491, -2.2684], [-1.9542, -3.0564, -2.7903], [-3.7292, -1.4752, -1.3325], [3.1459, -0.8350, -0.4422], [-2.7048, -3.6346, -1.7159], [1.5416, 5.7554, 1.2868], [-3.8444, -3.1723, 0.7352], [2.4085, 2.6940, 3.0142], [0.4915, 2.3716, 4.2741], [-0.0714, 4.6373, 2.0484], [-2.9668, -6.6910, -3.1730], [-3.0368, 0.8183, -2.5787], [2.0194, -2.6725, -0.2586], [-4.5628, -0.9372, -0.9056], [1.6590, 2.0430, 2.5410], [-1.1772, -5.6285, -4.6022], [0.2707, 2.1190, 0.1667], [4.1963, -0.5271, -0.4182], [1.7406, 2.2992, 1.0355], [3.1912, -2.4159, 1.0614], [-2.5618, -5.7080, -2.9211], [1.9671, 1.0065, 2.6767], [-0.6220, 3.3731, 2.7266], [3.7515, -2.8733, -0.5515], [-3.4152, -2.7442, -0.8492], [2.0289, 4.7510, 2.6664], [-1.1813, 3.7016, 3.6158], [-3.4547, -5.5029, -0.9324], [-0.6485, 4.8180, 1.1279], [3.6426, 1.6999, -0.4089], [2.7231, 1.3337, 0.2827], [-1.3941, 2.9428, 2.0752], [-0.3141, 5.4907, 2.7026], [3.0105, -2.2746, -0.0101], [2.0334, 3.8030, 0.7199], [-0.7196, -1.0346, -3.2106], [-1.7452, -1.5594, -2.7938]]}

{"formula": "C19H19ClF3N3O3", "method": "ωB97M-V/def2-TZVPD", "homo_ev": -8.26, "de_lowest_kj_mol": 51.7, "charge": 0, "homo_lumo_gap_ha": 0.325, "species": ["H", "O", "H", "C", "H", "H", "H", "F", "C", "H", "H", "C", "C", "H", "C", "C", "C", "H", "C", "H", "N", "N", "H", "H", "C", "H", "C", "H", "Cl", "C", "O", "O", "N", "H", "C", "C", "C", "C", "C", "H", "H", "C", "F", "H", "C", "C", "F", "H"], "positions_angstrom": [[-2.1224, -0.7270, 3.6612], [0.3768, -0.3685, 3.8910], [4.9976, 3.0344, 1.3701], [-1.3358, -2.8300, 0.2175], [-0.8534, -0.9613, -0.2482], [-2.2896, 0.8003, 2.7608], [-3.6552, 0.2371, 0.9558], [0.5316, 1.3537, -2.8768], [2.9459, 3.0357, 0.7572], [-0.5308, -2.2475, 2.0949], [-3.4980, -1.3536, 0.2006], [-3.3730, -0.8002, 1.1298], [-1.7585, -0.1543, 2.7950], [-0.0442, -2.2611, -5.8522], [-0.2199, -2.1902, -4.7908], [-0.6828, -2.0030, -2.0340], [0.6768, 3.8472, -0.7391], [1.3738, 3.5470, -1.5266], [1.6882, 2.4868, 0.9392], [-4.0455, -1.2311, 1.8837], [0.2198, 0.9515, 2.0343], [-0.9217, -1.8797, -0.6739], [-0.4280, 1.3027, 1.3404], [3.1075, 3.8119, 0.0272], [-0.2153, -0.8984, -2.7655], [-1.2499, -4.0560, -2.1634], [0.0108, -0.9981, -4.1326], [-0.8490, -4.2247, -4.5803], [5.1665, 1.0661, 3.4117], [-0.9010, -3.2006, -2.7167], [0.5626, 2.8568, 0.2561], [-1.5261, -3.9965, -0.0276], [-1.9782, -0.8531, 1.5349], [-0.3209, 3.9507, -1.1632], [0.0668, 0.3961, -2.0669], [-0.6715, -3.2878, -4.0751], [-1.5104, -2.2301, 1.6070], [1.5094, 1.4695, 1.8998], [3.8325, 1.6086, 2.4590], [0.9929, 4.8047, -0.3143], [-2.1839, -2.8819, 2.1841], [4.0222, 2.5994, 1.5160], [-1.0276, 0.9233, -1.4664], [0.3695, -0.1367, -4.6744], [2.5847, 1.0363, 2.6570], [-0.2657, 0.1195, 2.9887], [0.9811, 0.2646, -1.0818], [2.4412, 0.2673, 3.3970]]}

{"formula": "C19H19ClN4O3S2", "method": "ωB97M-V/def2-TZVPD", "homo_ev": -8.80, "de_lowest_kj_mol": 183.5, "charge": 0, "homo_lumo_gap_ha": 0.305, "species": ["C", "H", "C", "N", "N", "C", "H", "H", "H", "S", "C", "C", "H", "H", "C", "H", "C", "H", "H", "C", "C", "C", "N", "O", "C", "H", "H", "S", "C", "H", "H", "C", "C", "H", "N", "C", "C", "H", "C", "C", "O", "H", "Cl", "O", "H", "H", "H", "C"], "positions_angstrom": [[3.4909, -0.6460, -2.6266], [-3.0162, 2.7050, 1.4227], [-5.5013, -2.4395, 1.0948], [-1.3784, 0.4182, 1.0862], [-0.3504, 1.3454, 0.9220], [1.1528, -1.2653, -1.9392], [3.3578, 0.0463, 1.8198], [-4.2183, -3.3790, 2.5172], [4.4859, 1.9161, -0.2606], [3.7093, 1.0808, -2.1722], [2.0748, -2.6294, 0.2811], [2.9750, 1.0735, 1.7249], [0.7291, -0.6955, -2.7814], [3.7948, 1.7486, 2.0517], [-2.6427, 0.7010, 0.8504], [-5.0413, 0.4885, -0.4890], [-3.4432, -1.4156, 1.8391], [1.8131, 0.6737, 0.0298], [-0.0110, -2.9710, 0.7373], [2.5771, 1.3857, 0.2965], [-4.8326, -0.3084, 0.2378], [2.5339, -1.3728, -1.7206], [0.6475, 3.2486, 0.1196], [2.6140, 1.9175, -2.6665], [-4.3677, -2.5005, 1.8830], [3.1716, -0.6360, -3.6993], [4.0638, -2.0877, -0.4080], [-1.8773, 2.8565, -0.6990], [0.6996, -2.5012, 0.0634], [-4.0921, 2.2375, 0.0629], [0.4685, 4.1700, -0.2067], [-5.7685, -1.3260, 0.3029], [0.2583, -1.7770, -1.0387], [-6.6572, -1.2469, -0.3168], [3.8187, 1.1402, -0.4491], [2.9898, -2.0759, -0.6101], [-3.6475, -0.3449, 1.0033], [4.4453, -1.1306, -2.5763], [1.9712, 2.8314, 0.2075], [-0.4254, 2.3796, 0.1536], [4.9903, 1.5052, -2.7092], [2.4820, -3.1234, 1.1435], [-6.5180, -3.8637, 1.0744], [2.7261, 3.7865, 0.3109], [-0.7669, -1.6419, -1.2101], [2.1388, 1.1344, 2.4440], [-2.5647, -1.5280, 2.4244], [-3.0594, 2.1159, 0.4744]]}